1.
C4H11O5 | ωB97M-V/def2-TZVPD

Values from the calculation:
E = -14564.15423 eV
frontier orbital gap = 8.555 eV
total charge = -1
ΔE to the lowest compared entry with this formula, charge and spin = 1.469 eV

Atoms and positions in Å:
O -1.21173 -0.31593 1.99699
O 0.48992 0.02870 -2.78222
O 2.29686 -2.83149 0.91452
O 3.53309 0.56229 0.02913
O 0.63114 -0.89374 -0.74874
C 0.26454 0.00506 -1.53442
C -1.68710 0.99885 1.36346
C -1.99787 0.76535 -0.12988
C -0.84339 1.07956 -1.13349
H -0.86567 1.66366 1.52162
H -1.34789 1.07665 -2.19057
H 3.19619 0.02016 0.79634
H -2.91623 1.02523 -0.33229
H 3.02511 0.33685 -0.78629
H 1.79451 -2.17746 0.49621
H -2.04391 -0.31897 -0.01544
H 1.82063 -3.49253 0.32848
H -0.92428 -0.87774 1.16512
H -0.61837 2.06205 -0.83696
H -2.59557 1.28346 1.87843

Atoms 1-3, force components in eV/Å:
-0.18 0.30 -3.01
0.40 0.39 1.47
-0.36 -3.15 -0.70

Löwdin population analysis, charges in e, atoms 1 to 8: atom 1 (O): -0.176, atom 2 (O): -0.100, atom 3 (O): -0.079, atom 4 (O): -0.113, atom 5 (O): -0.073, atom 6 (C): -0.691, atom 7 (C): -0.189, atom 8 (C): -0.188


2.
C25H44GeO8STeW | ωB97M-V/def2-TZVPD

Values from the calculation:
E = -119483.97417 eV
frontier orbital gap (alpha / beta) = 7.024 / 6.065 eV
2S+1 = 2
total charge = +1
ΔE to the lowest compared entry with this formula, charge and spin = 2.957 eV

Atoms and positions in Å:
W -0.87226 -0.98638 0.98842
Te -0.43526 1.58635 -0.36602
Ge 2.21635 -1.37224 0.23323
S -0.53411 1.60562 3.13012
O -2.57135 -0.12690 1.84304
O 2.26491 0.40627 0.60980
O -0.18426 0.23092 2.52555
O -1.46404 -2.93772 1.07153
O 0.94176 -1.75176 1.65933
O -2.42280 -1.46424 -0.30035
O -3.50945 -1.81511 3.07840
O 0.33251 -1.22577 -0.64024
C 3.19038 2.60923 0.62936
C -3.52038 2.58027 -4.03437
C -3.80118 1.67688 -0.36050
C -2.13807 2.60526 -4.20621
C -1.77994 1.32921 4.38088
C -0.86112 -1.09740 -2.81046
C 0.21702 2.37059 -3.42450
C -3.19633 1.97106 -1.70215
C 2.62730 -2.32381 3.25757
C 0.20614 -2.64111 3.79278
C 1.48694 -1.80777 -2.70304
C -1.81705 1.98598 -1.92132
C 0.14289 -1.87462 -1.98122
C 3.44586 1.15960 0.24369
C -3.05295 -1.35968 2.07725
C 4.65604 0.62550 1.00588
C 1.26482 -2.72285 2.70548
C 0.87201 1.82668 4.20087
C -2.50120 -2.11150 0.84748
C -4.02510 2.27363 -2.77890
C 3.67107 1.06787 -1.26246
C -4.43232 2.89794 -5.18404
C -1.26523 2.32111 -3.16836
C -0.27073 -3.32016 -1.76708
C 1.31289 -4.11009 2.07737
H 0.71095 1.41768 -3.20995
H -4.20723 2.26541 -6.04346
H -4.88019 1.81806 -0.38720
H 0.89598 1.01570 4.92731
H 2.77317 1.39069 -1.79383
H -1.74951 2.20090 5.03590
H -2.74338 1.23806 3.89318
H -1.53893 0.41718 4.92538
H -5.47669 2.75089 -4.91544
H 0.21429 -1.66504 4.27798
H -1.27845 -3.40058 -1.36840
H 1.71939 -4.82693 2.79215
H 0.69818 3.13167 -2.80541
H -0.97193 -1.61906 -3.76316
H 1.75356 1.80675 3.56759
H 0.41866 -3.82008 -1.08401
H -0.23538 -3.83769 -2.72685
H 5.54048 1.23081 0.80216
H -1.83944 -1.02394 -2.35111
H 4.88511 -0.40263 0.71534
H 2.23781 -2.45445 -2.25114
H -0.48643 -0.09909 -3.04080
H 0.32422 -4.44129 1.76763
H -5.09781 2.27305 -2.62441
H -3.40281 2.34396 0.40701
H 0.40528 -3.40380 4.54581
H 0.77756 2.79298 4.69552
H 3.91387 0.04520 -1.56234
H 2.62240 -1.27569 3.55947
H 2.29061 2.98675 0.14114
H 4.50011 1.70574 -1.57156
H 1.86417 -0.78282 -2.73726
H -1.72919 2.85072 -5.17996
H 4.03241 3.23312 0.32729
H 1.97019 -4.10354 1.20429
H 1.34283 -2.14393 -3.73008
H 3.42231 -2.47966 2.52360
H -3.59075 0.65266 -0.05608
H -4.30614 3.93458 -5.50082
H 3.07596 2.71067 1.70822
H 0.41410 2.61478 -4.46636
H 2.86618 -2.93696 4.12707
H -0.79350 -2.83868 3.39865
H 4.46420 0.64700 2.08013

Atoms 1-3, force components in eV/Å:
0.00 0.04 -0.37
-0.24 0.13 -0.17
0.08 -0.21 -0.06

Löwdin population analysis, charges in e, atoms 1 to 8: atom 1 (W): 1.721, atom 2 (Te): 1.456, atom 3 (Ge): 1.092, atom 4 (S): 0.926, atom 5 (O): -0.219, atom 6 (O): -0.415, atom 7 (O): -0.718, atom 8 (O): -0.095


3.
C13H20B2BrF3N4O6 | ωB97M-V/def2-TZVPD

Values from the calculation:
E = -111603.27638 eV
frontier orbital gap = 5.726 eV
total charge = 0

Atoms and positions in Å:
Br 3.79573 -0.18579 -1.35810
F -3.45796 3.31325 -6.37762
F 2.73016 0.66260 4.61618
F -2.98879 4.51750 -4.49513
O 4.47815 0.99732 1.59943
O -4.94624 3.17758 -4.53500
O -2.81661 2.15943 -4.41108
O 0.78344 0.28360 -2.60869
O -6.04660 1.67221 -3.27403
O -3.38869 0.42382 -3.12537
N 0.37669 -1.49455 1.45500
N -0.97911 -1.90058 -0.38750
N 0.25965 -1.47659 0.12541
N 4.78924 -1.23187 2.56347
C -5.05523 2.09172 -3.80637
C 2.43847 -0.69992 -0.19125
C 1.16887 1.48270 3.06926
C -2.82204 -2.15823 1.33501
C -2.14127 -1.28248 0.27408
C 1.49381 0.36862 4.03940
C 2.62779 -0.70757 1.17581
C 1.57160 -1.05588 3.45292
C 1.19412 -1.09192 -0.72557
C -0.36422 0.93613 -2.04993
C 1.51734 -1.10428 1.95968
C -3.66314 1.43263 -3.73005
C 0.91805 -1.04103 -2.20776
B 4.03789 -0.28394 1.80669
B -3.53113 3.35220 -5.00238
H 5.36020 1.02237 1.21554
H -0.77641 0.38942 -1.20636
H 5.76595 -1.33635 2.31681
H -1.87066 -0.30686 0.66304
H 0.07677 -1.67092 -2.48283
H -2.92875 -1.64779 2.28625
H -3.78684 -2.51056 0.98643
H -0.05419 1.91796 -1.69779
H 0.30140 1.26303 2.45113
H 1.79950 -1.43173 -2.71343
H 0.76649 0.38406 4.84786
H -1.00180 -2.91127 -0.32398
H -1.14610 1.06778 -2.79127
H 2.46575 -1.54461 3.83113
H -2.85423 -1.09957 -0.52765
H -2.21897 -3.04670 1.52348
H 4.38482 -2.16098 2.53412
H 2.02044 1.69295 2.42244
H 0.72950 -1.62009 3.84593
H 0.98715 2.39321 3.63266

Atoms 1-3, force components in eV/Å:
0.19 0.03 -0.13
-0.02 -0.06 -0.01
0.07 0.01 0.01

Löwdin population analysis, charges in e, atoms 1 to 8: atom 1 (Br): 1.008, atom 2 (F): 0.160, atom 3 (F): -0.014, atom 4 (F): 0.152, atom 5 (O): 0.131, atom 6 (O): 0.214, atom 7 (O): 0.198, atom 8 (O): -0.146


4.
C4H8ClFN | ωB97M-V/def2-TZVPD

Values from the calculation:
E = -20992.45904 eV
frontier orbital gap (alpha / beta) = 6.078 / 7.877 eV
2S+1 = 3
total charge = +1
ΔE to the lowest compared entry with this formula, charge and spin = 1.623 eV

Atoms and positions in Å:
Cl -2.15200 1.18682 -0.13642
F -2.28036 -1.39266 -0.01398
N 0.80689 -0.21630 0.02111
C 1.09960 1.17618 0.01981
C -0.15143 -0.62048 -1.07828
C -0.28549 -0.59795 1.00963
C -1.42448 -0.37325 0.07427
H -0.38750 0.03794 1.86744
H -0.08499 0.25696 -1.72862
H 0.19309 1.62692 -0.20181
H -0.24772 -1.57699 1.40137
H 1.59471 1.57019 0.93085
H 1.77104 1.39698 -0.78723
H -0.02202 -1.56775 -1.42743
H 1.57064 -0.90662 0.04929

Atoms 1-3, force components in eV/Å:
0.00 -1.32 0.22
0.49 0.45 -1.07
-0.28 -3.92 -0.49

Löwdin population analysis, charges in e, atoms 1 to 8: atom 1 (Cl): 0.893, atom 2 (F): 0.109, atom 3 (N): -0.122, atom 4 (C): -0.022, atom 5 (C): 0.027, atom 6 (C): -0.066, atom 7 (C): -0.782, atom 8 (H): 0.142


5.
C8H14ClF2N3O4S2Ti | ωB97M-V/def2-TZVPD

Values from the calculation:
E = -83923.74386 eV
frontier orbital gap (alpha / beta) = 3.927 / 7.149 eV
2S+1 = 4
total charge = -1

Atoms and positions in Å:
Ti 0.36648 1.64935 0.30281
Cl 0.35027 4.36285 1.28308
S -2.71941 2.16448 -0.42471
S -2.51935 -0.09841 0.10426
F -1.39374 -0.96711 0.98092
F -2.61288 3.63722 0.30536
O -4.18566 2.04100 -0.32124
O -2.13123 2.57512 -1.68016
O -2.05768 -0.47588 -1.22459
O -3.78423 -0.53401 0.73775
N -1.82617 1.38246 0.59915
N 1.87271 0.38285 -1.15165
N 0.64939 1.13336 2.64444
C 1.96096 -0.26033 -3.66133
C 1.06584 0.40065 3.45941
C -0.28490 0.81271 -4.40154
C 0.70990 -0.24783 -4.62071
C 1.87409 0.07620 -2.30200
C 0.60886 -2.57327 3.12657
C 0.92725 -1.89078 4.50384
C 1.50112 -0.52958 4.50211
H -0.37509 -2.66306 2.66626
H 2.13916 -1.32613 -3.51843
H 2.59061 -0.56265 4.50549
H 1.58638 -2.61464 4.98309
H -0.00366 -1.90858 5.07058
H 0.95613 -0.26763 -5.68236
H 1.04742 -0.03193 5.35920
H -1.18675 0.50250 -4.92930
H -0.45582 0.87552 -3.32686
H 1.23981 -2.30596 2.27890
H 1.02816 -3.57854 3.16815
H 2.84983 0.30494 -3.94149
H 0.31710 -1.26299 -4.56374
H -0.10488 1.79812 -4.83129

Atoms 1-3, force components in eV/Å:
-0.14 1.07 1.08
0.37 -1.05 -0.48
-3.62 7.41 -0.43

Löwdin population analysis, charges in e, atoms 1 to 8: atom 1 (Ti): 0.480, atom 2 (Cl): -0.487, atom 3 (S): 0.445, atom 4 (S): 0.587, atom 5 (F): -0.280, atom 6 (F): -0.272, atom 7 (O): -0.313, atom 8 (O): -0.311


6.
C28H36BrN6O5SZr | ωB97M-V/def2-TZVPD

Values from the calculation:
E = -130939.01425 eV
frontier orbital gap = 7.279 eV
total charge = +3
ΔE to the lowest compared entry with this formula, charge and spin = 0.194 eV

Atoms and positions in Å:
Zr -0.06094 0.34933 -0.44082
Br -1.15058 -1.36156 1.67135
S -0.31800 1.11812 -3.26177
O -1.22557 1.92747 1.49318
O 0.66659 2.15941 -0.48409
O -2.06631 0.79054 -0.87042
O 1.85979 -0.38721 -0.96504
O -0.50038 -1.65757 -1.38882
N 1.10043 0.59878 1.51096
N -4.15618 1.61095 -0.81476
N 0.04824 -0.14238 -5.55734
N -2.36826 3.00070 -1.26780
N 2.02619 1.60901 1.26912
N 3.01339 1.15785 -2.09596
C -2.85066 1.79842 -0.99288
C 4.21690 -0.72958 -1.14436
C 0.53387 -0.40452 -6.79141
C 1.15204 -0.06022 2.61260
C 1.58410 1.59152 -5.22863
C 0.25826 -1.11688 2.95955
C 2.96731 0.03118 -1.41383
C -1.11971 5.27188 3.00637
C 2.10616 1.34275 -6.48034
C -0.58348 -4.15012 6.80952
C -2.05175 -3.38073 -1.61902
C -0.77576 3.19267 1.86899
C 0.27676 -2.86572 -1.12171
C 0.05916 -3.17537 6.07483
C -1.44653 -3.56312 4.22317
C -1.57359 4.01135 2.64757
C 0.90575 4.88742 1.78782
C -2.07923 -4.54173 4.95963
C 1.37140 2.73605 0.58409
C 1.57963 0.32290 -7.28031
C 0.47896 3.61166 1.43015
C 0.37247 -1.80473 4.12055
C -0.72093 -4.02929 -1.19466
C 0.51947 0.82817 -4.73768
C -1.65601 -4.83402 6.25347
C -1.61365 -2.06536 -2.23038
C -0.36297 -2.85205 4.77101
C 0.12109 5.71432 2.57395
H 1.95492 2.40824 -4.62854
H -1.79151 -3.37222 3.21958
H 1.89978 0.19765 3.36142
H 0.74468 -2.74911 -0.14652
H -2.90715 -5.08844 4.52981
H -4.83165 2.33906 -0.98313
H 2.51644 1.89374 2.11466
H -2.61025 -3.99517 -2.32109
H -0.75542 -0.66039 -5.22481
H -0.24970 -4.38221 7.81109
H 0.47426 6.69904 2.84502
H 1.96755 0.11926 -8.26676
H -2.34875 -1.26693 -2.21684
H -1.37246 3.11248 -1.39797
H 2.15120 1.67194 -2.24219
H 1.87167 5.23720 1.44268
H 2.19207 3.34626 0.19479
H -0.81038 -4.53891 -0.23793
H 1.05402 -2.93369 -1.88261
H -2.02167 1.71551 1.99646
H 1.22705 -1.46420 4.70246
H -4.49739 0.67175 -0.69684
H 4.68003 -0.31940 -0.24357
H -1.23334 -2.19690 -3.24642
H 2.91872 1.95119 -6.85540
H -2.96235 3.80438 -1.39065
H -1.74240 5.90774 3.62040
H -2.16305 -5.60041 6.82392
H -0.39002 -4.76416 -1.92516
H 4.93330 -0.64509 -1.95889
H 3.97960 -1.77423 -0.96308
H 0.04492 -1.19497 -7.34214
H -2.54662 3.66505 2.98043
H 3.88017 1.50890 -2.47048
H 0.89953 -2.64723 6.50867
H -2.69326 -3.19608 -0.75623

Atoms 1-3, force components in eV/Å:
-0.10 0.21 -0.40
0.20 -0.01 0.10
-0.26 0.02 0.31

Löwdin population analysis, charges in e, atoms 1 to 8: atom 1 (Zr): 1.702, atom 2 (Br): 0.996, atom 3 (S): 0.700, atom 4 (O): -0.065, atom 5 (O): -0.372, atom 6 (O): -0.267, atom 7 (O): -0.176, atom 8 (O): -0.419